a) C30H44I2N9O3PY | ωB97M-V/def2-TZVPD

As for the HOMO energy: -14.0 eV. Its LUMO energy is -0.319 Ha. For the HOMO-LUMO gap, the calculation gives 5.33 eV. The charge is +3.

Element x y z (Å)
Y1 0.221 0.621 1.034
C1 -3.166 0.728 -2.550
C2 -2.504 -0.505 -2.095
N1 -2.767 -1.311 -1.145
C3 -3.719 -1.114 -0.082
C4 -3.409 0.105 0.805
N2 -2.164 0.078 1.609
C5 -2.204 -0.772 2.823
C6 -1.189 -1.939 2.803
N3 0.071 -1.557 2.129
C7 1.286 -2.083 2.790
C8 2.588 -1.624 2.051
N4 2.183 -1.036 0.810
C9 2.631 -1.277 -0.368
C10 3.909 -1.966 -0.681
C11 1.675 -0.824 -1.440
C12 1.951 -0.932 -2.900
C13 0.906 -0.585 -3.930
C14 -0.422 -0.622 -3.846
C15 -1.087 -0.848 -2.538
N5 0.595 -0.415 -0.878
H1 -4.178 0.819 -2.164
H2 -3.185 0.764 -3.640
H3 -2.577 1.588 -2.220
H4 -3.692 -2.018 0.535
H5 -4.734 -0.966 -0.470
H6 -4.276 0.230 1.467
H7 -3.342 0.988 0.169
H8 -2.153 1.046 1.952
H9 -3.205 -1.185 2.981
H10 -1.979 -0.146 3.693
H11 -1.628 -2.809 2.307
H12 -0.990 -2.219 3.840
H13 0.035 -2.019 1.214
H14 1.268 -3.179 2.813
H15 1.304 -1.733 3.825
H16 3.273 -2.471 1.932
H17 3.100 -0.870 2.659
H18 4.721 -1.508 -0.116
H19 4.157 -1.937 -1.734
H20 3.865 -3.009 -0.368
H21 2.867 -0.373 -3.117
H22 1.337 -0.346 -4.893
H23 -1.045 -0.411 -4.699
I1 0.008 8.030 -1.662
C16 -0.191 6.050 -0.945
C17 -1.264 5.709 -0.127
C18 -1.380 4.407 0.295
I2 -2.910 3.787 1.611
C19 -0.481 3.389 -0.078
O1 -0.726 2.150 0.273
C20 0.646 3.786 -0.831
C21 1.728 2.772 -1.103
N6 2.099 2.057 0.144
C22 2.594 2.991 1.169
C23 2.247 2.590 2.582
C24 2.906 3.219 3.636
C25 2.567 2.906 4.938
C26 1.569 1.965 5.153
C27 0.958 1.391 4.059
N7 1.280 1.683 2.786
C28 0.772 5.097 -1.261
H24 -1.987 6.455 0.163
H25 2.595 3.287 -1.534
H26 1.373 2.030 -1.829
H27 2.873 1.434 -0.095
H28 2.123 3.967 1.000
H29 3.676 3.148 1.094
H30 3.666 3.956 3.427
H31 3.063 3.385 5.767
H32 1.264 1.697 6.150
H33 0.174 0.655 4.199
H34 1.628 5.382 -1.855
N8 -3.193 -4.210 -1.323
C29 -2.678 -3.538 -2.535
P1 -1.077 -2.688 -1.932
O2 -0.825 -3.046 -0.514
O3 -0.494 0.039 -1.578
C30 0.064 -3.740 -2.996
N9 1.448 -3.749 -2.578
H35 -3.346 -5.217 -1.451
H36 -4.067 -3.790 -0.991
H37 -2.445 -4.048 -0.601
H38 -3.414 -2.847 -2.942
H39 -2.453 -4.273 -3.307
H40 0.002 -3.434 -4.042
H41 -0.391 -4.742 -2.905
H42 2.197 -1.998 -3.077
H43 1.960 -4.439 -3.120
H44 1.517 -4.012 -1.600

Per-atom Mulliken charges, elementary charge units:
1 Y 0.616
2 C -1.796
3 C -0.968
4 N 0.596
5 C -1.229
6 C -1.081
7 N 0.190
8 C -0.798
9 C -0.826
10 N 0.545
11 C -0.865
12 C -1.040
13 N 0.487
14 C 0.257
15 C -1.940
16 C 0.171
17 C -1.124
18 C -1.432
19 C -1.258
20 C 1.945
21 N 1.302
22 H 0.402
23 H 0.452
24 H 0.248
25 H 0.479
26 H 0.392
27 H 0.533
28 H 0.316
29 H 0.038
30 H 0.472
31 H 0.384
32 H 0.261
33 H 0.505
34 H -0.090
35 H 0.502
36 H 0.487
37 H 0.532
38 H 0.315
39 H 0.450
40 H 0.523
41 H 0.383
42 H 0.784
43 H 0.540
44 H 0.559
45 I 0.153
46 C -0.793
47 C -0.028
48 C -0.348
49 I 0.069
50 C -1.055
51 O 1.638
52 C 0.177
53 C -0.164
54 N -0.131
55 C -0.940
56 C 0.467
57 C -1.077
58 C -0.446
59 C -1.165
60 C -0.297
61 N 0.122
62 C -0.533
63 H 0.467
64 H 0.558
65 H -0.105
66 H 0.203
67 H 0.439
68 H 0.585
69 H 0.558
70 H 0.472
71 H 0.515
72 H 0.316
73 H 0.514
74 N -0.001
75 C -1.296
76 P 1.354
77 O -1.227
78 O 0.476
79 C -1.176
80 N -0.432
81 H 0.437
82 H 0.337
83 H 0.159
84 H 0.318
85 H 0.595
86 H 0.375
87 H 0.703
88 H 0.505
89 H 0.298
90 H 0.184

b) C30H44I2N9O3PY | ωB97M-V/def2-TZVPD

As for the HOMO energy (alpha / beta): -13.9 / -13.9 eV. Its LUMO energy (alpha / beta) is -0.291 / -0.291 Ha. For the HOMO-LUMO gap (alpha / beta), the calculation gives 6.01 / 6.01 eV. The charge is +3.

Element x y z (Å)
Y1 -0.152 -0.248 -0.908
C1 -0.120 3.359 -3.696
C2 -0.358 2.267 -2.701
N1 0.468 1.271 -2.492
C3 1.466 0.881 -3.477
C4 1.311 -0.641 -3.745
N2 -0.063 -1.056 -3.405
C5 -0.329 -2.484 -3.634
C6 -0.005 -3.281 -2.382
N3 -0.792 -2.752 -1.246
C7 -0.750 -3.673 -0.088
C8 -1.958 -3.513 0.839
N4 -1.650 -0.657 0.636
C9 -2.815 -0.047 0.567
C10 -3.928 -0.348 1.508
C11 -2.847 1.057 -0.366
C12 -3.513 2.300 0.145
C13 -3.399 3.415 -0.829
C14 -2.443 3.417 -1.768
C15 -1.559 2.291 -1.896
N5 -1.841 1.153 -1.228
H1 0.915 3.409 -4.021
H2 -0.376 4.321 -3.255
H3 -0.761 3.224 -4.571
H4 2.472 1.085 -3.100
H5 1.341 1.424 -4.413
H6 1.997 -1.219 -3.119
H7 1.553 -0.860 -4.788
H8 -0.691 -0.516 -3.993
H9 0.234 -2.883 -4.481
H10 -1.390 -2.598 -3.864
H11 1.059 -3.208 -2.144
H12 -0.239 -4.334 -2.565
H13 -1.761 -2.756 -1.562
H14 0.176 -3.486 0.468
H15 -0.715 -4.704 -0.452
H16 -2.294 -4.496 1.166
H17 -2.791 -3.071 0.287
H18 -4.181 -1.408 1.448
H19 -4.820 0.229 1.290
H20 -3.618 -0.141 2.535
H21 -4.547 2.166 0.451
H22 -4.102 4.232 -0.736
H23 -2.351 4.258 -2.441
I1 0.279 7.244 4.052
C16 -0.761 5.711 3.068
C17 -2.145 5.685 3.082
C18 -2.800 4.629 2.470
I2 -4.892 4.513 2.588
C19 -2.097 3.618 1.816
O1 -2.738 2.478 1.405
C20 -0.695 3.676 1.756
C21 0.160 2.790 0.865
N6 0.309 1.308 1.131
C22 -0.282 0.857 2.418
C23 -0.312 -0.644 2.554
C24 0.474 -1.293 3.437
C25 0.354 -2.734 3.568
C26 -0.622 -3.395 2.942
C27 -1.675 -2.703 2.111
N7 -1.240 -1.336 1.789
C28 -0.050 4.723 2.406
H24 -2.706 6.462 3.582
H25 -0.222 2.903 -0.148
H26 1.155 3.234 0.874
H27 1.307 1.148 1.226
H28 0.268 1.268 3.265
H29 -1.302 1.234 2.468
H30 1.114 -0.740 4.110
H31 1.037 -3.258 4.228
H32 -0.754 -4.465 3.060
H33 -2.614 -2.674 2.685
H34 1.032 4.782 2.381
N8 5.596 -1.326 -1.625
C29 4.882 -0.731 -0.446
P1 3.300 -1.716 -0.204
O2 3.471 -2.868 -1.159
O3 2.110 -0.815 -0.290
C30 3.327 -2.520 1.484
N9 3.479 -4.001 1.290
H35 5.048 -2.175 -1.899
H36 6.557 -1.600 -1.417
H37 5.636 -0.692 -2.424
H38 4.624 0.308 -0.636
H39 5.524 -0.758 0.431
H40 2.370 -2.302 1.962
H41 4.119 -2.133 2.122
H42 4.370 -4.360 1.635
H43 3.433 -4.170 0.260
H44 2.743 -4.538 1.752

Per-atom Mulliken charges, elementary charge units:
1 Y 0.299
2 C -2.093
3 C 0.895
4 N 0.560
5 C -0.868
6 C -0.604
7 N -0.154
8 C -1.200
9 C -0.387
10 N -0.090
11 C -0.106
12 C -1.703
13 N 0.740
14 C -0.006
15 C -1.859
16 C 0.841
17 C -0.449
18 C -1.486
19 C -0.911
20 C 1.039
21 N 0.066
22 H 0.526
23 H 0.543
24 H 0.311
25 H 0.140
26 H 0.639
27 H 0.119
28 H 0.649
29 H 0.241
30 H 0.415
31 H 0.394
32 H 0.133
33 H 0.561
34 H 0.295
35 H -0.455
36 H 0.761
37 H 0.603
38 H 0.478
39 H 0.400
40 H 0.424
41 H 0.361
42 H 0.828
43 H 0.515
44 H 0.447
45 I 0.153
46 C -0.682
47 C 0.017
48 C -0.104
49 I 0.084
50 C -0.065
51 O 0.048
52 C 0.151
53 C -0.366
54 N 0.012
55 C -1.267
56 C 0.775
57 C -0.764
58 C -0.510
59 C -1.274
60 C 0.496
61 N 0.305
62 C -0.731
63 H 0.396
64 H -0.482
65 H 0.843
66 H 0.357
67 H 0.932
68 H -0.130
69 H 0.528
70 H 0.590
71 H 0.549
72 H 0.287
73 H 0.491
74 N -0.181
75 C -1.242
76 P 1.193
77 O -1.206
78 O -0.734
79 C -0.008
80 N -0.203
81 H 0.318
82 H 0.377
83 H 0.345
84 H 0.386
85 H 0.453
86 H -0.716
87 H 0.680
88 H 0.380
89 H 0.337
90 H 0.328

Which structure is the least stable? The one labeled a).

a) C3H7N3O2 | ωB97M-V/def2-TZVPD

As for the HOMO energy: -9.0 eV. Its LUMO energy is 0.021 Ha. For the HOMO-LUMO gap, the calculation gives 9.54 eV. The charge is 0.

Element x y z (Å)
C1 -2.030 -0.284 -0.928
C2 -0.853 0.200 -0.129
C3 0.151 -0.725 0.391
H1 -2.978 0.470 -0.656
H2 -2.517 -1.158 -0.300
H3 -1.889 -0.300 -2.214
H4 1.012 2.257 1.262
H5 -1.411 -0.824 1.695
H6 2.147 -1.592 -0.071
H7 1.736 0.576 -0.585
N1 -0.552 1.471 0.023
N2 -0.345 -1.103 1.608
N3 1.240 -1.109 -0.312
O1 0.764 1.391 0.671
O2 1.472 -0.065 -1.218

Per-atom Mulliken charges, elementary charge units:
1 C -0.884
2 C 0.395
3 C 0.743
4 H 0.313
5 H 0.296
6 H 0.247
7 H 0.317
8 H 0.277
9 H 0.280
10 H 0.382
11 N -0.483
12 N -0.769
13 N -0.184
14 O -0.504
15 O -0.426

b) C3H7N3O2 | ωB97M-V/def2-TZVPD

As for the HOMO energy: -9.0 eV. Its LUMO energy is -0.012 Ha. For the HOMO-LUMO gap, the calculation gives 8.66 eV. The charge is 0.

Element x y z (Å)
C1 -1.426 -0.263 2.076
C2 -0.897 -0.585 -0.328
C3 1.578 -0.321 -0.579
H1 -0.876 -0.979 2.716
H2 -1.313 0.728 2.331
H3 -2.394 -0.471 2.573
H4 -2.707 -0.670 0.639
H5 -0.333 -1.307 -1.967
H6 1.990 -1.249 -0.960
H7 1.004 1.779 0.826
N1 -1.688 -0.456 0.770
N2 -1.427 -1.079 -1.515
N3 2.161 0.911 -1.005
O1 0.350 -0.334 0.199
O2 1.622 2.029 -0.313

Per-atom Mulliken charges, elementary charge units:
1 C -0.998
2 C 0.494
3 C -0.214
4 H 0.294
5 H 0.383
6 H 0.346
7 H 0.273
8 H 0.261
9 H 0.533
10 H 0.369
11 N -0.172
12 N -0.661
13 N -0.130
14 O -0.396
15 O -0.383

c) C3H7N3O2 | ωB97M-V/def2-TZVPD

As for the HOMO energy: -8.2 eV. Its LUMO energy is 0.007 Ha. For the HOMO-LUMO gap, the calculation gives 8.40 eV. The charge is 0.

Element x y z (Å)
C1 0.348 0.286 -0.016
C2 -1.196 -0.005 0.016
C3 1.035 -0.618 -0.788
H1 1.106 2.466 1.928
H2 -0.378 1.530 2.218
H3 -1.521 -1.056 -0.368
H4 -1.583 0.846 -0.533
H5 -1.620 -0.708 1.847
H6 2.142 -0.823 -0.151
H7 0.522 -2.082 -3.477
N1 0.385 1.918 1.417
N2 0.971 1.141 0.605
N3 0.317 -1.084 -1.850
O1 -1.782 0.254 1.471
O2 1.255 -2.064 -2.320

Per-atom Mulliken charges, elementary charge units:
1 C 0.395
2 C -0.432
3 C 0.101
4 H 0.266
5 H 0.277
6 H 0.327
7 H 0.238
8 H 0.344
9 H 0.247
10 H 0.384
11 N -0.605
12 N -0.237
13 N -0.277
14 O -0.568
15 O -0.461

d) C3H7N3O2 | ωB97M-V/def2-TZVPD

As for the HOMO energy: -9.3 eV. Its LUMO energy is 0.011 Ha. For the HOMO-LUMO gap, the calculation gives 9.62 eV. The charge is 0.

Element x y z (Å)
C1 1.297 0.539 0.062
C2 0.348 -0.343 -0.723
C3 -0.811 -0.025 0.434
N1 0.190 0.983 0.875
N2 0.141 0.124 -2.022
N3 -1.203 -1.124 1.352
O1 -2.004 -1.948 0.959
O2 -0.621 -1.189 2.406
H1 2.196 0.385 0.658
H2 1.612 1.334 -0.774
H3 0.570 -1.381 -0.815
H4 -1.713 0.501 0.166
H5 0.325 1.061 1.944
H6 -0.595 -0.113 -2.544
H7 0.268 1.196 -1.979

Per-atom Mulliken charges, elementary charge units:
1 C -0.673
2 C 0.154
3 C -0.073
4 N -0.405
5 N -0.627
6 N 0.879
7 O -0.554
8 O -0.550
9 H 0.315
10 H 0.128
11 H 0.390
12 H 0.287
13 H 0.315
14 H 0.204
15 H 0.210

Which structure is the least stable? The one labeled c).